(1)
This record from the Open Molecules 2025 dataset describes a gas-phase ion, C28H46BrCl2N3O4PSi (charge +1) at a distorted geometry. The level of theory is ωB97M-V/def2-TZVPD.

Kohn-Sham gap in eV: 6.5749
Charge: +1
E_HOMO in eV: -10.294
SMILES string: CC(=O)OCCCC[C@@H]1NC(N)=[N+](CCCCCCCC[Si](C)(C)c2ccccc2)[C@](/C(Cl)=C(/C)Cl)(P(O)Br)O1
E_LUMO in eV: -3.7194

Positions of all 86 atoms, in Å:
C 2.504 3.329 3.711
C 2.677 2.040 4.600
O 1.698 1.427 4.920
O 3.985 1.703 4.932
C 4.365 0.426 4.331
C 4.128 0.444 2.771
C 5.219 -0.356 1.944
C 5.090 0.052 0.402
C 4.454 -1.129 -0.452
N 4.835 -1.026 -1.875
C 4.043 0.030 -2.451
N 4.691 0.894 -3.251
N 2.725 0.088 -2.084
C 1.802 0.656 -3.095
C 1.266 2.124 -2.744
C -0.314 2.212 -2.700
C -0.821 3.336 -1.703
C -2.350 3.672 -1.914
C -3.319 2.934 -0.911
C -3.734 1.491 -1.454
C -4.926 0.971 -0.550
Si -4.977 -0.915 -0.287
C -3.337 -1.792 -0.803
C -6.344 -1.787 -1.322
C -5.170 -1.296 1.588
C -5.458 -0.294 2.606
C -5.563 -0.648 4.017
C -5.386 -2.043 4.404
C -5.116 -3.085 3.408
C -5.017 -2.702 2.001
C 2.243 -1.093 -1.307
C 2.135 -2.407 -2.146
Cl 2.217 -2.419 -3.957
C 2.015 -3.661 -1.606
C 1.940 -4.948 -2.501
Cl 1.980 -3.951 0.145
P 0.524 -0.534 -0.594
O -0.095 -1.733 0.371
Br 1.063 1.132 0.867
O 3.087 -1.188 -0.163
H 1.461 3.722 3.738
H 3.177 4.163 4.054
H 2.741 3.110 2.632
H 5.385 0.102 4.642
H 3.640 -0.319 4.769
H 4.123 1.489 2.378
H 3.156 -0.093 2.595
H 5.000 -1.447 2.087
H 6.235 -0.123 2.343
H 6.141 0.221 0.044
H 4.492 0.996 0.335
H 4.938 -2.065 -0.042
H 5.806 -0.697 -1.934
H 5.272 0.525 -4.005
H 4.710 1.906 -3.121
H 0.951 -0.014 -3.396
H 2.381 0.802 -4.052
H 1.695 2.494 -1.771
H 1.607 2.871 -3.517
H -0.814 1.236 -2.472
H -0.688 2.528 -3.718
H -0.182 4.257 -1.844
H -0.659 3.030 -0.631
H -2.481 4.775 -1.743
H -2.621 3.395 -2.968
H -2.873 2.791 0.108
H -4.264 3.537 -0.789
H -2.821 0.841 -1.376
H -4.072 1.600 -2.516
H -4.793 1.438 0.467
H -5.905 1.365 -0.950
H -3.231 -1.821 -1.920
H -3.340 -2.832 -0.389
H -2.511 -1.153 -0.400
H -6.328 -2.901 -1.164
H -7.350 -1.388 -1.037
H -6.117 -1.531 -2.390
H -5.611 0.770 2.321
H -5.793 0.070 4.834
H -5.454 -2.351 5.475
H -4.984 -4.149 3.701
H -4.823 -3.477 1.228
H 1.515 -5.767 -1.853
H 2.961 -5.309 -2.796
H 1.238 -4.835 -3.357
H 0.329 -1.715 1.253

(2)
This record from the Open Molecules 2025 dataset describes 2 unconnected molecules or ions with the total composition C6H8IN3O at a distorted geometry. The level of theory is ωB97M-V/def2-TZVPD.

Kohn-Sham gap (spin up / spin down) in eV: 7.9942 / 7.1740
E_HOMO (spin up / spin down) in eV: -8.734 / -8.479
ΔE to the lowest compared entry with this formula, charge and spin in kcal per mole: 52.26
E_LUMO (spin up / spin down) in eV: -0.7398 / -1.3049

Positions of all 19 atoms, in Å:
C -4.054 1.891 -0.447
C -0.727 1.622 0.570
C -0.111 0.192 0.997
C 0.367 -0.321 -0.375
C 1.800 -0.043 -0.759
C -3.554 1.047 0.507
N -4.627 2.530 -1.204
N -0.623 0.430 -1.224
N -1.125 1.459 -0.680
O -0.702 2.657 1.182
I -3.742 -0.952 0.184
H 0.557 0.304 1.866
H -0.953 -0.504 1.258
H 0.166 -1.416 -0.345
H 1.701 0.195 -1.841
H 2.543 -0.822 -0.703
H 2.045 0.910 -0.215
H -3.205 1.454 1.505
H -0.559 0.346 -2.219

(3)
This record from the Open Molecules 2025 dataset describes 2 unconnected molecules or ions with the total composition C3H8N2O2S at a distorted geometry. The level of theory is ωB97M-V/def2-TZVPD.

Kohn-Sham gap in eV: 9.1245
E_HOMO in eV: -8.510
ΔE to the lowest compared entry with this formula, charge and spin in kcal per mole: 146.47
E_LUMO in eV: 0.6144

Positions of all 16 atoms, in Å:
C 0.597 -0.155 2.270
C -0.297 0.043 0.251
C -0.393 -0.063 -1.187
H 0.967 0.860 2.502
H -0.881 -0.067 2.440
H 1.245 -1.057 2.695
H -1.224 -0.411 0.758
H -0.525 1.121 0.281
H 0.935 0.797 -2.879
H 2.449 0.721 -0.203
H -2.770 -2.002 -1.872
N 0.759 0.622 -1.828
N -1.238 -0.484 -1.891
O 0.794 -0.419 0.844
O -2.225 -1.225 -1.267
S 1.806 1.720 -0.913